The following is a quantum chemistry calculation of C21H33Cl2N4NdO3 as an isolated structure, from OMol25.

Last column: Löwdin spin population.
CARTESIAN COORDINATES (ANGSTROEM)
N1 -2.72044 -0.07390 -3.75468  0.00
H1 -4.22457 -0.49739 2.41605  0.00
C1 -0.57419 -1.26538 -3.63882  0.00
C2 -1.15515 5.32491 -0.93936  0.00
C3 2.58228 2.23726 1.25299  0.00
C4 4.11998 -0.14764 2.38754  0.00
H2 2.51424 3.08693 0.55410  0.00
O1 -2.10713 -0.75366 1.19496  0.00
N2 -3.03952 -2.19493 2.73228  0.00
H3 -0.52192 6.17814 -0.67036  0.00
H4 2.25059 -1.39302 -2.16724  0.00
C5 5.87973 -0.22225 -2.88749  0.00
C6 3.62620 -0.02268 0.97805  0.00
H5 -2.52714 4.74603 1.51501  0.00
Cl1 0.40005 -2.58472 -0.47979  -0.01
C7 4.13864 -1.86216 -3.13486  0.00
C8 2.84795 0.96364 0.47604  0.00
H6 3.82072 -1.10034 2.84991  0.00
N3 -1.69038 0.09726 -1.81428  0.00
C9 -3.54578 0.70168 -2.96086  0.00
Nd1 0.18310 -0.10039 0.38115  3.03
H7 3.76413 -2.80583 -3.50832  0.00
C10 -4.22729 -1.39924 3.02684  0.00
H8 3.42358 2.41282 1.94946  0.00
H9 -2.19065 5.67630 -1.02586  0.00
H10 -0.98596 5.60308 1.69154  0.00
H11 5.33129 1.58174 -1.80802  0.00
H12 -3.22971 1.29360 -0.84836  0.00
C11 -2.90242 0.79110 -1.74680  0.00
C12 -2.15217 -1.85648 1.79989  0.00
H13 -1.38701 -2.62286 1.58522  0.00
H14 6.90255 0.09674 -3.06111  0.00
H15 0.36907 -0.70342 -3.65371  0.00
H16 -4.47134 1.11267 -3.30532  0.00
Cl2 0.74668 -0.52962 2.90755  -0.01
N4 -1.04941 4.28726 0.07695  0.00
H17 5.22163 -0.15290 2.38683  0.00
H18 -3.56169 -4.10468 3.47232  0.00
C13 -2.78913 -3.33544 3.60645  0.00
O2 1.46698 1.01224 -1.57809  -0.01
H19 -0.87257 -1.53440 -4.66060  0.00
C14 5.00508 0.60525 -2.18326  0.00
H20 -1.09846 3.86440 2.13252  0.00
C15 5.44878 -1.45622 -3.37678  0.00
H21 3.12055 2.13794 -1.33536  0.00
C16 -1.62317 -0.42498 -3.03502  0.00
C17 3.69479 0.18612 -1.93941  0.00
H22 -2.88880 -0.34795 -4.71863  0.00
H23 -4.24478 -1.14476 4.09324  0.00
O3 -0.70243 2.11152 0.62161  0.00
H24 -1.81035 -3.75889 3.35480  0.00
C18 -0.71885 3.04042 -0.23469  0.00
H25 6.12017 -2.10112 -3.94238  0.00
H26 -0.44026 2.84694 -1.28880  0.00
H27 3.99480 -0.80698 0.31812  0.00
H28 -2.79033 -3.01426 4.65756  0.00
H29 -5.13096 -1.98531 2.81827  0.00
H30 -0.44583 -2.16903 -3.02848  0.00
H31 -0.82801 4.91105 -1.89919  0.00
C19 -1.43763 4.63898 1.44207  0.00
C20 2.73327 1.10831 -1.16833  0.00
H32 3.80217 0.65989 3.06156  0.00
C21 3.26568 -1.05958 -2.39638  0.00
H33 1.67146 2.22294 1.88407  0.00

- energy relative to the best compared isomer or geometry (same formula, charge and spin) (kcal per mole) = 0.0
- strongest force on any atom (hartree/bohr) = 0.05310
- E_HOMO (alpha / beta) (eV) = -7.6 / -7.6
- gap between HOMO and LUMO (alpha / beta) (eV) = 7.8880 / 7.8961
- 2S+1 = 4
- E_LUMO (alpha / beta) (Ha) = 0.0117 / 0.0117